## A
This record from the OMol25 dataset describes a cluster of 2 separate species, C4H10N2 in total. The level of theory is wB97M-V/def2-TZVPD.

The geometry in ORCA input format:
```
! wB97M-V def2-TZVPD RIJCOSX def2/J DEFGRID3
* xyz 0 1
H -4.03 -0.32 3.27
N -3.73 -0.59 2.35
C -3.19 -1.72 2.21
N -2.93 -2.14 0.92
H -2.92 -2.43 3.00
H -3.37 -1.61 0.19
H -2.04 -2.52 0.66
C 2.81 1.64 -2.68
C 3.01 1.19 -1.46
C 1.95 1.05 -0.42
H 3.57 1.62 -3.45
H 1.88 2.03 -3.10
H 4.01 0.88 -1.14
H 1.95 0.02 -0.07
H 2.07 1.64 0.49
H 0.94 1.26 -0.77
*
```

Structure (SMILES): [H]/N=C/N.C=CC
Frontier orbital gap, eV: 10.365

=====

## B
This record from the OMol25 dataset describes a cluster of 2 separate species, C4H10N2 in total. The level of theory is wB97M-V/def2-TZVPD.

The geometry in ORCA input format:
```
! wB97M-V def2-TZVPD RIJCOSX def2/J DEFGRID3
* xyz 0 1
H 1.56 2.20 -0.61
N 1.01 1.45 -0.94
C 1.18 0.35 -0.35
C 1.83 -0.04 0.98
H 0.89 -0.61 -0.87
H 1.08 -0.25 1.72
H 2.47 0.59 1.54
H 2.40 -0.92 0.86
H -1.49 2.18 0.17
N -1.27 1.42 0.80
C -1.39 0.20 0.43
C -1.83 -0.34 -0.95
H -0.92 -0.43 1.26
H -2.85 -0.17 -0.96
H -1.44 -1.28 -1.20
H -1.32 0.36 -1.75
*
```

Structure (SMILES): [H]/N=C\C.[H]/N=C\C
Frontier orbital gap, eV: 10.463

=====

## C
This record from the OMol25 dataset describes a structure of composition C4H10N2. The level of theory is wB97M-V/def2-TZVPD.

The geometry in ORCA input format:
```
! wB97M-V def2-TZVPD RIJCOSX def2/J DEFGRID3
* xyz 0 1
C -0.78 -1.16 0.87
C 0.32 1.30 0.27
C 0.27 0.62 -2.17
C 0.14 0.26 -0.72
N 0.32 -1.31 1.76
N -0.47 -0.85 -0.45
H 0.10 -1.87 2.58
H 1.19 -1.57 1.33
H -1.49 -1.99 0.92
H -1.28 0.02 1.29
H 0.59 2.28 -0.13
H -0.78 1.09 0.97
H -0.23 1.57 -2.38
H 1.32 0.75 -2.43
H -0.18 -0.15 -2.80
H 0.96 1.01 1.10
*
```

Frontier orbital gap, eV: 9.640

=====

Q: What are the energies relative to the best structure? A: A 0.0000; B 0.0471; C 0.0402, in hartree.